148
Properties=species:S:1:pos:R:3:forces:R:3 method="wB97M-V/def2-TZVPD" lumo_ha=-0.019 homo_energy_ha=-0.310
C -2.5178 4.0022 2.0357 0.09 0.79 -0.36
O -1.5474 3.0875 2.6931 1.02 -0.09 -2.87
B -0.4800 2.9619 1.7149 0.00 1.61 1.34
O 0.1163 4.1664 1.1462 -0.43 -1.87 1.33
C 0.0546 1.4871 1.1774 0.66 0.49 -1.18
C 1.0193 1.8439 -0.0857 1.22 -1.00 -3.22
N 1.6806 1.8880 -1.0973 -3.30 0.16 5.27
C -1.2400 0.6572 0.6978 0.12 0.00 -1.68
C -0.9156 -0.4275 -0.4826 -1.41 0.44 -0.08
C -2.3376 -1.1509 -0.8377 -0.30 0.77 0.08
C -2.6749 -1.1317 -2.4233 0.13 0.22 -0.58
N -2.6799 -2.5295 -3.0243 2.09 0.39 0.48
C -1.3803 -3.1924 -2.6939 0.30 -2.36 1.38
N -1.4258 -4.3385 -2.0285 0.32 2.75 -1.70
N -0.0457 -2.6241 -3.0263 -1.96 0.63 1.12
C 0.9981 0.7257 2.2520 0.58 -0.28 -0.98
I 1.8332 2.3397 3.5378 0.10 -0.53 -0.29
C 2.2652 0.0911 1.5178 3.16 -2.73 0.04
N 3.2623 -0.5040 1.1532 -5.66 3.44 1.87
C 0.2237 -0.2561 3.2591 1.07 -0.16 0.36
C 0.0484 -1.7732 2.7567 0.32 0.27 0.34
C -0.2652 -2.6776 4.0491 0.77 -1.51 0.13
C 0.6930 -4.0127 3.9477 -1.17 0.27 -1.13
C -1.7755 -3.2219 4.1862 0.04 -0.05 0.73
C -2.9149 -2.3493 3.4777 -0.61 -0.31 0.45
C -3.1643 -0.8975 4.1182 -2.47 1.13 -2.29
C -4.2551 -0.1369 3.5524 2.17 -0.78 0.62
C -4.6349 1.3277 4.0903 -0.32 -0.58 -0.57
C -5.1484 -0.6867 2.3045 0.40 0.63 0.94
H -2.4499 3.9034 0.8875 -0.24 0.23 1.88
H -3.5898 3.7501 2.3451 1.72 0.36 -0.19
H -2.1999 5.0804 2.3163 -0.95 -1.76 -0.51
H 0.4482 4.7633 1.8543 -0.64 -0.51 -0.70
H -1.9479 1.4287 0.1883 1.10 -1.22 0.89
H -1.8616 0.2010 1.5548 1.32 0.73 -1.07
H -0.6314 0.1501 -1.4501 -0.07 -0.94 1.88
H -0.0944 -1.1695 -0.1868 -1.16 1.11 -0.44
H -3.1711 -0.5132 -0.3374 1.39 -1.06 -0.76
H -2.4198 -2.1973 -0.3654 0.17 1.46 -1.04
H -1.9139 -0.5021 -3.0372 -1.06 -0.60 1.36
H -3.7025 -0.6344 -2.6295 1.63 -1.08 0.45
H -2.7743 -2.4619 -4.0550 0.09 -0.07 0.71
H -0.4605 -4.6987 -1.8602 -0.78 0.46 -0.28
H -0.1050 -1.6095 -3.2502 0.07 -0.96 0.16
H 0.4994 -2.7237 -2.1448 -0.29 0.19 -1.15
H -0.7520 0.2715 3.5627 1.32 -0.90 -0.66
H 0.8644 -0.3024 4.2280 -1.03 0.08 -1.74
H 1.0267 -2.2032 2.2944 -1.50 1.15 0.79
H -0.7320 -1.8247 1.9211 0.91 -0.12 1.40
H 0.0657 -2.1641 5.0385 -0.73 -0.43 -1.83
H 0.4642 -4.4473 2.8925 0.40 0.53 1.74
H 1.8102 -3.7639 3.9488 -1.59 -0.32 0.35
H 0.3899 -4.8207 4.7080 0.73 1.53 -1.10
H -2.0192 -3.2445 5.3245 0.33 0.07 -1.86
H -1.7782 -4.3448 3.8644 -0.21 2.18 0.19
H -2.7858 -2.2755 2.3234 0.03 -0.11 1.97
H -3.9125 -2.9347 3.6147 1.64 0.92 -0.26
H -2.4821 -0.4732 4.9522 -1.42 -0.81 -1.43
H -3.7514 2.0655 3.9742 -1.36 -1.33 0.51
H -5.5149 1.7671 3.4714 1.45 -0.83 1.00
H -4.9935 1.2112 5.1700 0.79 0.55 -1.46
H -6.0084 -1.3137 2.7489 1.35 0.74 -0.89
H -5.6342 0.2221 1.7679 0.93 -1.59 0.88
H -4.5125 -1.2968 1.5520 -1.23 0.94 1.34
C 3.4390 -6.0487 5.4722 -0.06 -0.26 0.03
O 2.0571 -6.2769 5.2413 -0.07 -0.40 0.06
H 3.6413 -4.9817 5.3720 -0.13 -0.10 -0.01
H 3.7023 -6.3732 6.4822 0.23 0.10 -0.02
H 4.0312 -6.5994 4.7370 0.21 0.11 0.08
H 1.9055 -7.2270 5.3359 -0.01 0.28 -0.03
C 2.4637 3.5782 -4.6034 -0.10 -0.02 0.17
O 1.3047 4.3758 -4.7994 -0.36 0.13 0.01
H 3.0145 3.5179 -5.5431 -0.12 0.09 0.05
H 3.0987 4.0349 -3.8407 0.16 -0.17 -0.07
H 2.1683 2.5727 -4.2919 0.23 -0.09 0.04
H 0.8378 4.4119 -3.9540 0.12 0.02 -0.26
C 0.3837 -0.7850 -6.3953 0.00 0.19 -0.05
O -0.1148 0.2002 -5.5020 -0.14 0.14 0.09
H 0.4300 -1.7420 -5.8738 -0.04 0.14 0.03
H -0.2853 -0.8735 -7.2556 0.12 -0.17 -0.11
H 1.3864 -0.5055 -6.7282 0.02 -0.19 -0.13
H -0.1459 1.0363 -5.9864 0.02 -0.15 0.28
C 5.3099 2.3570 -1.6790 -0.28 -0.02 0.08
O 4.5363 3.5317 -1.8681 -0.04 0.22 -0.14
H 6.3660 2.6096 -1.7848 -0.12 0.08 -0.01
H 5.1326 1.9565 -0.6778 0.14 -0.20 -0.06
H 5.0390 1.6122 -2.4321 0.14 -0.18 0.09
H 3.6080 3.2801 -1.7696 0.11 -0.02 0.08
C 6.9607 2.9420 -5.3933 -0.19 0.08 0.12
O 5.8025 3.7389 -5.5886 -0.25 0.06 0.10
H 7.5112 2.8826 -6.3327 -0.09 0.02 0.10
H 7.5964 3.3986 -4.6299 0.18 -0.16 -0.02
H 6.6665 1.9360 -5.0826 0.24 -0.10 0.00
H 5.3349 3.7742 -4.7419 0.09 0.10 -0.21
C 9.2201 1.5276 -8.5647 0.04 0.08 0.07
O 9.7445 1.6387 -7.2491 0.22 0.16 0.18
H 8.4072 0.8016 -8.5610 0.15 0.09 0.01
H 8.8367 2.4983 -8.8904 -0.07 -0.07 -0.20
H 10.0051 1.1880 -9.2452 -0.15 -0.02 -0.18
H 10.4617 2.2872 -7.2816 -0.11 -0.22 0.23
C -4.1477 5.7537 -1.2329 0.17 0.19 -0.01
O -3.6149 5.8479 0.0799 0.07 0.18 0.09
H -4.9582 5.0240 -1.2326 0.10 0.07 0.10
H -4.5373 6.7265 -1.5429 -0.09 -0.11 -0.20
H -3.3671 5.4267 -1.9245 -0.15 -0.01 -0.18
H -2.9009 6.4989 0.0515 -0.19 -0.20 0.09
C -4.2383 1.5331 8.6039 0.40 0.22 0.19
O -3.7236 1.7786 7.3020 0.22 0.05 -0.26
H -5.0755 0.8389 8.5274 0.09 0.13 -0.08
H -3.4577 1.0916 9.2300 -0.10 -0.11 0.13
H -4.5848 2.4691 9.0430 -0.08 -0.26 0.13
H -2.9856 2.3948 7.3989 -0.23 -0.17 -0.12
C 12.3948 1.0949 -4.8357 -0.26 -0.04 -0.02
O 11.6201 2.2685 -5.0241 -0.17 0.19 -0.01
H 13.4503 1.3486 -4.9416 -0.14 0.07 0.01
H 12.2182 0.6939 -3.8344 0.17 -0.16 -0.03
H 12.1244 0.3506 -5.5890 0.14 -0.14 0.07
H 10.6917 2.0156 -4.9254 0.21 0.11 -0.13
C -2.6745 -3.6740 -7.2606 0.02 0.15 -0.11
O -3.1723 -2.6810 -6.3762 -0.05 0.30 0.14
H -2.6419 -4.6290 -6.7353 -0.04 0.17 0.03
H -3.3354 -3.7602 -8.1267 0.12 -0.17 -0.07
H -1.6661 -3.4057 -7.5855 0.03 -0.20 -0.11
H -3.1910 -1.8473 -6.8648 -0.03 -0.19 0.24
C -7.6050 2.5898 10.2969 -0.06 -0.13 -0.06
O -6.7902 2.9497 9.1921 -0.16 0.22 -0.23
H -6.9872 2.5565 11.1957 0.07 0.11 -0.15
H -8.3948 3.3338 10.4281 -0.09 -0.14 0.21
H -8.0436 1.6061 10.1229 -0.09 0.12 0.26
H -7.3619 2.9715 8.4126 0.16 -0.03 0.21
C -0.8928 -7.4801 2.5919 -0.23 -0.01 -0.01
O -1.6473 -6.2924 2.4083 -0.19 0.07 0.04
H 0.1677 -7.2407 2.5048 -0.14 0.09 0.01
H -1.0903 -7.8921 3.5851 0.17 -0.18 -0.01
H -1.1630 -8.2102 1.8247 0.17 -0.15 0.07
H -2.5796 -6.5340 2.4906 0.24 0.18 -0.10
C -9.9312 1.0420 7.3146 -0.24 0.08 0.03
O -9.8670 1.4947 8.6594 -0.16 0.14 0.04
H -8.9936 0.5437 7.0655 -0.07 0.07 0.12
H -10.7569 0.3349 7.2030 0.08 -0.04 -0.23
H -10.0765 1.8940 6.6457 0.02 -0.14 -0.20
H -10.7074 1.9309 8.8536 0.27 -0.12 0.04
C 6.4211 -0.7289 -11.0776 -0.18 -0.05 0.18
O 6.9537 -0.7293 -9.7619 -0.05 -0.06 0.22
H 7.2168 -0.4770 -11.7796 -0.03 -0.02 0.16
H 6.0289 -1.7207 -11.3165 -0.04 0.07 -0.23
H 5.6244 0.0155 -11.1522 -0.02 -0.03 -0.24
H 6.2304 -0.9547 -9.1618 0.28 0.07 -0.10